Computed, not measured: a structure of composition C41H107AgCaCl3N9O9 in a non-equilibrium geometry, with wB97M-V/def2-TZVPD.

Total charge: 0
HOMO-LUMO gap (Ha): 0.294
Molar mass (g mol⁻¹): 1124.67
Maximum force (eV/Å): 4.49
LUMO (eV): 0.3
E_HOMO (eV): -7.654
E (eV): -136097.417

Element x y z (Å)
Ca  -1.88134  2.14840  0.79767
Ag  2.16186  1.85680  1.95056
Cl  -0.23920  4.46142  0.96521
Cl  -0.05449  0.21604  0.81464
Cl  -4.33238  1.15519  0.91816
C  -1.14838  2.41709  5.67003
C  -1.27113  1.76090  4.25997
C  -2.05174  0.46120  4.19003
O  -1.24725  -0.49715  4.83292
C  -1.94644  -1.71882  4.86631
N  -1.83391  2.68887  3.19522
H  -0.51608  3.33394  5.62593
H  -0.78761  1.61572  6.30169
H  -2.11696  2.71743  5.97000
H  -0.26728  1.48365  3.85801
H  -2.19641  0.34373  3.11860
H  -3.00053  0.58003  4.69530
H  -2.39619  -1.92480  3.89006
H  -2.89595  -1.64884  5.45404
H  -1.34817  -2.55985  5.22462
H  -1.14100  3.48610  3.03335
H  -2.69819  3.10143  3.47747
C  -2.83688  -2.62982  0.90250
C  -3.39162  -2.60793  -0.50782
C  -4.92431  -2.66726  -0.51627
O  -5.42654  -3.81179  0.14420
C  -5.42404  -4.98059  -0.69504
N  -2.97681  -1.32383  -1.03882
H  -1.88291  -2.06910  0.91455
H  -2.83691  -3.58773  1.38746
H  -3.45779  -2.04413  1.62666
H  -3.02184  -3.45065  -1.17024
H  -5.41352  -2.57339  -1.48072
H  -5.26456  -1.80210  0.06052
H  -5.16410  -4.63521  -1.71325
H  -6.40335  -5.53082  -0.61267
H  -4.64411  -5.73314  -0.37460
H  -2.19659  -0.86212  -0.55802
H  -3.67486  -0.62642  -0.90262
C  3.83023  4.61184  4.75822
C  3.37291  3.11163  4.80718
C  3.20385  2.60947  6.25043
O  2.59126  1.34394  6.29749
C  2.28451  0.86959  7.61715
N  2.14118  3.02819  4.00759
H  4.65592  4.82527  5.37999
H  3.03815  5.23247  5.06187
H  4.04605  4.89962  3.71059
H  4.12962  2.59056  4.35168
H  2.49280  3.32493  6.80505
H  4.18122  2.60178  6.71787
H  1.50800  0.10922  7.49930
H  1.84421  1.71042  8.15801
H  3.18471  0.44033  8.11271
H  1.93008  3.93052  3.52460
H  1.33074  2.69275  4.52114
C  5.60648  -0.75297  -0.50596
C  4.44942  -0.81251  -1.58507
C  4.67615  -2.11614  -2.36154
O  3.57532  -2.47344  -3.21721
C  3.50876  -1.88612  -4.48296
N  3.10183  -0.80898  -1.12033
H  6.55808  -0.58502  -0.94339
H  5.51093  -1.61152  0.17868
H  5.40665  0.07829  0.13919
H  4.56748  0.08491  -2.18130
H  4.63617  -2.97199  -1.70432
H  5.62635  -2.03415  -2.92677
H  2.88304  -2.48162  -5.11356
H  4.52369  -1.82363  -4.95207
H  3.00545  -0.94116  -4.47066
H  2.35365  -1.38005  -1.43257
H  2.86845  -0.33672  -0.24418
C  -4.61750  5.16328  -1.61070
C  -3.89827  3.86683  -1.27126
C  -2.69590  3.60620  -2.12151
O  -1.97736  2.47921  -1.61888
C  -0.84899  2.21903  -2.47635
N  -3.38303  3.86258  0.13244
H  -5.13485  5.03639  -2.56781
H  -3.97503  6.05335  -1.72367
H  -5.48249  5.32575  -1.00236
H  -4.58176  2.99909  -1.32491
H  -2.05759  4.51706  -2.05386
H  -2.89925  3.46438  -3.12905
H  -1.17197  1.94334  -3.49399
H  -0.35994  1.35427  -2.19616
H  -0.27260  3.13368  -2.63555
H  -2.84193  4.74099  0.20616
H  -4.17102  3.87704  0.77176
C  2.58410  4.55686  -1.36002
C  3.28469  3.36682  -0.71210
C  4.38387  3.77628  0.23276
O  5.45065  4.34582  -0.45449
C  6.55446  4.91436  0.24569
N  2.26757  2.44374  -0.13762
H  1.99820  5.08403  -0.61838
H  1.86849  4.21691  -2.11378
H  3.38088  5.20172  -1.77844
H  3.82015  2.77958  -1.48241
H  4.78338  2.96286  0.81213
H  3.93349  4.49850  0.94970
H  6.98815  5.60690  -0.48334
H  7.27557  4.21860  0.66903
H  6.22776  5.36814  1.16826
H  1.36303  2.91876  -0.10916
H  2.26244  1.54072  -0.63362
C  0.73311  -4.57808  -2.54915
C  0.28169  -3.60327  -1.51265
C  0.91104  -3.92305  -0.12225
O  0.28788  -5.04482  0.45910
C  1.19956  -5.88703  1.24483
N  0.60111  -2.21808  -1.86846
H  1.72888  -4.33041  -2.94106
H  0.08177  -4.69660  -3.45444
H  0.80135  -5.54997  -2.09189
H  -0.87087  -3.75465  -1.43593
H  0.67762  -3.09865  0.57082
H  1.98225  -4.05651  -0.21575
H  1.29458  -5.42601  2.29988
H  2.17753  -5.94695  0.74456
H  0.84522  -6.90238  1.27928
H  0.64718  -2.07818  -2.85643
H  0.02945  -1.51483  -1.41010
C  1.76570  -1.56082  3.45570
C  3.04585  -0.79358  3.60825
C  4.11040  -1.66840  4.14894
O  5.29709  -0.86939  4.34076
C  6.47583  -1.62313  4.76944
N  3.45003  -0.19098  2.45361
H  1.82224  -2.33700  2.73930
H  1.01666  -0.85281  3.19709
H  1.42712  -1.99226  4.37132
H  2.81038  -0.03765  4.38477
H  4.30271  -2.42188  3.37546
H  3.86566  -2.15733  5.05160
H  7.37066  -0.95660  4.53553
H  6.67516  -2.65304  4.25918
H  6.53577  -1.79615  5.81799
H  3.52129  -0.81404  1.66951
H  4.40384  0.15083  2.48147
C  -2.71728  -3.19873  -4.00438
C  -3.28422  -2.27002  -5.04913
C  -4.43514  -2.93054  -5.83107
C  -5.10328  -1.86954  -6.77505
C  -5.76526  -0.74402  -5.97487
C  -4.68123  -0.14082  -5.04754
N  -3.93462  -1.18600  -4.35922
O  -2.87931  -0.59082  -3.63277
C  -3.90530  0.88481  -5.90957
C  -5.44147  0.64723  -3.95728
C  -2.04339  -1.82169  -5.84709
H  -3.43443  -3.70195  -3.33047
H  -1.89584  -2.74420  -3.39025
H  -2.15036  -3.93564  -4.59005
H  -4.03393  -3.87394  -6.24152
H  -5.17430  -3.17424  -4.96409
H  -5.78277  -2.38760  -7.45975
H  -4.29066  -1.56073  -7.45117
H  -6.51774  -1.21370  -5.34876
H  -6.13212  0.06070  -6.60741
H  -4.51451  1.75748  -6.17163
H  -2.98477  1.24812  -5.44308
H  -3.59374  0.47740  -6.84369
H  -4.74722  0.99829  -3.16211
H  -6.08522  1.35724  -4.43919
H  -6.14056  0.06254  -3.34583
H  -1.48286  -2.66490  -6.26248
H  -1.32971  -1.21992  -5.27296
H  -2.37827  -1.25921  -6.73810
H  -2.97743  -0.88720  -2.66070

***

Computed, not measured: a structure of composition C38H32GeN6O2PdS, with wB97M-V/def2-TZVPD.

Total charge: +1
HOMO-LUMO gap (alpha / beta) (Ha): 0.235 / 0.226
Energy relative to the best compared isomer or geometry (same formula, charge and spin) (kJ/mol): 0.0
Molar mass (g mol⁻¹): 815.81
Spin multiplicity: 2
Maximum force (eV/Å): 0.58
LUMO (alpha / beta) (eV): -3.7 / -4.0
E_HOMO (alpha / beta) (eV): -10.131 / -10.124
E (eV): -123787.251

Element x y z (Å)
Pd  -1.55733  0.01069  -0.15529
C  -4.22538  1.26557  3.09629
C  -3.62768  0.67954  4.20146
C  -2.54091  -0.16188  4.02449
C  -2.06784  -0.38334  2.73943
N  -2.61820  0.24578  1.67717
C  -3.67340  1.03667  1.84954
C  -0.99153  -1.36743  2.42661
C  -0.43234  -2.21489  3.37350
C  0.48935  -3.16613  2.95549
C  0.82230  -3.25449  1.61148
C  0.24079  -2.36336  0.72504
N  -0.63431  -1.45158  1.13209
H  -5.08259  1.91408  3.19230
H  -4.00404  0.86667  5.19642
H  -2.08028  -0.63561  4.87610
H  -4.07867  1.50202  0.95776
H  -0.71434  -2.15842  4.41260
H  0.93112  -3.83792  3.67802
H  1.52710  -3.98600  1.24669
H  0.47747  -2.36582  -0.33373
N  3.89962  -4.79026  -3.31611
C  3.04963  -3.72023  -3.28088
C  2.06627  -3.55811  -4.26488
C  1.19206  -2.49221  -4.21585
C  1.28370  -1.56624  -3.18587
C  2.26555  -1.70414  -2.21014
C  3.13521  -2.77366  -2.24851
S  0.19402  -0.19768  -3.11284
O  0.90275  0.88485  -2.47920
O  -0.41280  -0.01064  -4.39314
N  -0.95289  -0.60148  -2.01079
C  -1.88774  -1.56528  -2.29165
N  -1.80636  -2.35869  -3.35268
C  -2.75569  -3.27872  -3.45859
C  -3.76689  -3.44173  -2.52142
C  -3.76786  -2.55740  -1.45740
N  -2.85053  -1.60433  -1.34464
H  3.95908  -5.34050  -4.15368
H  4.71847  -4.78393  -2.73556
H  1.99938  -4.27249  -5.07463
H  0.43582  -2.36638  -4.97535
H  2.36728  -0.95585  -1.43437
H  3.90814  -2.86961  -1.49623
H  -2.70203  -3.92008  -4.33063
H  -4.51900  -4.20709  -2.62430
H  -4.52900  -2.59471  -0.68620
C  -0.79787  3.36126  4.60155
C  0.27122  2.48913  4.46964
C  0.57302  1.93942  3.23214
C  -0.19014  2.23522  2.10344
C  -1.24927  3.13128  2.25507
C  -1.55508  3.68800  3.48516
Ge  0.26069  1.63561  0.28603
C  -0.16433  3.12332  -0.86689
C  -1.25129  3.12739  -1.73271
C  -1.54580  4.25326  -2.48519
C  -0.74797  5.38394  -2.38211
C  0.33983  5.38778  -1.52339
C  0.62729  4.26436  -0.76223
C  2.05458  0.90357  0.29567
C  2.99857  1.38511  -0.61292
C  4.30651  0.92801  -0.58126
C  4.68763  -0.03075  0.34616
C  3.76338  -0.51490  1.25861
C  2.46049  -0.03911  1.23998
H  -1.02469  3.80428  5.56206
H  0.88747  2.25296  5.32662
H  1.43924  1.29367  3.15627
H  -1.83061  3.43049  1.38657
H  -2.37221  4.39193  3.57077
H  -1.86461  2.23484  -1.86491
H  -2.38814  4.24112  -3.16314
H  -0.97117  6.25998  -2.97531
H  0.96585  6.26604  -1.44321
H  1.47291  4.29282  -0.08338
H  2.70581  2.09832  -1.37004
H  5.02524  1.31132  -1.29223
H  5.70726  -0.39248  0.36281
H  4.05840  -1.25369  1.99188
H  1.76233  -0.41105  1.98056

***

Computed, not measured: a structure of composition C21H22AuClN2PS, with wB97M-V/def2-TZVPD.

Total charge: +1
HOMO-LUMO gap (Ha): 0.343
Molar mass (g mol⁻¹): 597.88
Maximum force (eV/Å): 0.53
LUMO (eV): -2.3
E_HOMO (eV): -11.679
E (eV): -61449.543

Element x y z (Å)
Au  1.05275  1.07514  -1.64877
Cl  -1.21916  2.91254  0.27377
C  -0.13048  2.93538  1.62054
C  -0.21288  3.97947  2.52380
C  0.60406  3.97526  3.64324
C  1.48342  2.92932  3.86436
C  1.57490  1.89134  2.95248
C  0.77747  1.87746  1.80894
P  0.94196  0.54865  0.57585
C  -0.57342  -0.44818  0.73240
C  -0.76614  -1.48350  -0.18357
C  -1.88023  -2.30004  -0.08581
C  -2.82472  -2.06897  0.90646
C  -2.63446  -1.04435  1.81967
C  -1.50568  -0.24110  1.74252
C  2.24439  -0.49201  1.28896
C  3.57488  -0.16833  1.02711
C  4.59184  -0.90645  1.61026
C  4.28544  -1.97294  2.44380
C  2.96248  -2.30460  2.69715
C  1.93891  -1.56680  2.12197
H  -0.91224  4.78771  2.36036
H  0.54627  4.79241  4.34942
H  2.10799  2.92033  4.74738
H  2.27308  1.08358  3.12475
H  -0.01832  -1.65810  -0.94915
H  -2.01203  -3.12817  -0.77016
H  -3.70424  -2.69635  0.96968
H  -3.36258  -0.87683  2.60240
H  -1.34433  0.54678  2.46814
H  3.80734  0.66078  0.36828
H  5.62590  -0.65677  1.41249
H  5.08090  -2.55100  2.89542
H  2.72369  -3.13927  3.34299
H  0.90642  -1.82191  2.31818
C  -3.33085  0.38351  -4.57875
N  -2.01932  0.94519  -4.26345
C  -0.84417  0.35657  -4.10697
S  0.53502  1.40535  -3.94295
N  -0.64228  -0.95379  -4.13498
C  -1.58824  -2.04207  -4.36685
H  -4.04382  1.20197  -4.59073
H  -3.65331  -0.32600  -3.82113
H  -3.34263  -0.09274  -5.55771
H  -1.95795  1.95010  -4.24304
H  0.33164  -1.20508  -4.10716
H  -1.99901  -2.01586  -5.37507
H  -2.39719  -2.01946  -3.64185
H  -1.05107  -2.97818  -4.24464

***

Computed, not measured: a structure of composition C33H25N11S3SeW, with wB97M-V/def2-TZVPD.

Total charge: +2
HOMO-LUMO gap (alpha / beta) (Ha): 0.213 / 0.213
Energy relative to the best compared isomer or geometry (same formula, charge and spin) (kJ/mol): 28.5
Molar mass (g mol⁻¹): 934.64
Maximum force (eV/Å): 0.47
LUMO (alpha / beta) (eV): -6.9 / -6.9
E_HOMO (alpha / beta) (eV): -12.666 / -12.666
E (eV): -150682.952

Element x y z (Å)
W  -0.56288  0.14063  -0.29587
C  -3.51407  -4.69307  0.63129
S  -2.30085  -4.31461  -0.64616
C  -1.66508  -2.81355  -0.08414
S  -0.27044  -2.21984  -0.93898
N  -2.18286  -2.19825  0.94090
N  -1.48217  -1.05248  1.22290
C  -1.50082  -0.61632  2.44596
C  -0.57119  0.43991  2.69427
C  -0.30695  0.96827  3.96246
C  0.70647  1.87973  4.11381
C  1.44661  2.25979  2.98742
C  1.13107  1.73286  1.76382
N  0.13252  0.83008  1.59547
H  -3.96311  -5.63750  0.33043
H  -4.27467  -3.91952  0.68002
H  -3.02600  -4.80690  1.59520
H  -2.08661  -1.10676  3.21275
H  -0.89732  0.63099  4.80343
H  0.93600  2.29343  5.08603
H  2.25854  2.96829  3.06568
H  1.66477  2.02871  0.87178
S  -0.03579  1.67456  -1.95396
C  1.68053  1.46170  -2.06687
N  2.31460  2.17805  -3.00497
N  3.55164  2.12782  -3.25574
C  4.62253  1.41722  -2.59213
C  5.04205  1.83694  -1.33903
C  6.10831  1.18730  -0.74527
C  6.74306  0.13898  -1.40538
C  6.31747  -0.25803  -2.66322
C  5.24898  0.38952  -3.27285
N  2.28906  0.56360  -1.30101
N  1.56844  -0.12920  -0.49806
C  2.38987  -1.08527  0.23496
C  3.65727  -1.41419  -0.23904
C  4.43955  -2.31953  0.45841
C  3.97200  -2.90231  1.62687
C  2.70326  -2.58265  2.08774
C  1.90991  -1.68611  1.39175
H  3.80948  2.70339  -4.05149
H  4.54683  2.66395  -0.84601
H  6.45764  1.50587  0.22739
H  7.58386  -0.35748  -0.93993
H  6.81998  -1.06347  -3.18092
H  4.90996  0.09590  -4.25813
H  4.02910  -0.97429  -1.15255
H  5.41907  -2.57545  0.07680
H  4.58501  -3.61112  2.16656
H  2.32013  -3.04306  2.98854
H  0.91211  -1.48482  1.74347
Se  -8.29802  1.28063  -0.30711
N  -6.95936  2.08623  0.53113
C  -5.85252  1.56472  0.06935
C  -4.52480  1.98160  0.50035
C  -4.30535  3.06950  1.34188
C  -3.00594  3.43295  1.61842
C  -1.96307  2.67364  1.10870
N  -2.15208  1.59704  0.33844
C  -3.42540  1.28587  0.00241
C  -3.57501  0.26168  -1.00973
N  -2.42299  -0.26644  -1.48215
C  -2.49681  -1.02695  -2.57926
C  -3.70229  -1.36180  -3.18309
C  -4.88263  -0.91290  -2.63766
C  -4.82156  -0.05949  -1.53637
C  -5.99921  0.55645  -0.93936
N  -7.22527  0.26689  -1.28995
H  -5.15099  3.61999  1.73257
H  -2.77953  4.29624  2.22732
H  -0.94341  2.95363  1.32299
H  -1.56616  -1.39491  -2.97868
H  -3.68941  -1.98360  -4.06639
H  -5.84505  -1.17268  -3.05823

***

Computed, not measured: a structure of composition C3H7N3O in a non-equilibrium geometry, with wB97M-V/def2-TZVPD.

Total charge: 0
HOMO-LUMO gap (alpha / beta) (Ha): 0.264 / 0.263
Energy relative to the best compared isomer or geometry (same formula, charge and spin) (kJ/mol): 538.2
Molar mass (g mol⁻¹): 101.11
Maximum force (eV/Å): 2.81
LUMO (alpha / beta) (eV): -1.0 / -1.0
E_HOMO (alpha / beta) (eV): -8.166 / -8.159
E (eV): -9737.456

Element x y z (Å)
C  0.39164  0.13339  -0.07254
C  0.50867  -0.30080  -1.52656
N  -1.57639  0.77961  0.80336
N  1.67443  0.04830  0.59513
O  -0.14551  1.43379  0.06253
C  -0.79266  -0.60532  0.67161
N  -1.21986  -1.62754  1.12980
H  -2.38546  0.95346  0.20137
H  -1.72843  1.11314  1.76045
H  2.09507  -0.86048  0.43473
H  1.57050  0.17235  1.59636
H  1.36134  0.18830  -2.00085
H  0.64604  -1.38360  -1.58249
H  -0.39936  -0.04462  -2.07290

***

Computed, not measured: a structure of composition C2H2Br3OP in a non-equilibrium geometry, with wB97M-V/def2-TZVPD.

Total charge: 0
HOMO-LUMO gap (Ha): 0.347
Energy relative to the best compared isomer or geometry (same formula, charge and spin) (kJ/mol): 120.7
Molar mass (g mol⁻¹): 312.72
Maximum force (eV/Å): 3.02
LUMO (eV): -0.4
E_HOMO (eV): -9.887
E (eV): -223569.650

Element x y z (Å)
C  -0.24582  -1.63876  -0.28984
C  -0.34167  0.38876  -0.51719
O  0.68129  -2.33654  -0.47991
P  1.30492  0.74329  0.15639
Br  -1.89723  -2.31301  0.27491
Br  1.27294  3.02007  -0.08857
Br  0.74952  0.65608  2.31711
H  -1.13742  0.62142  0.14263
H  -0.38651  0.85868  -1.51553

***

> Which formula does entry 2 have?

C38H32GeN6O2PdS